[1]
Molecular formula: C20H17CeN3O5S
Method: DFT, ωB97M-V with the def2-TZVPD basis set

Computed properties:
Net charge: +2
HOMO-LUMO gap in eV: 4.918
Energy relative to the best compared isomer or geometry (same formula, charge and spin) in kcal per mole: 0.0
Largest force on an atom in eV/Å: 4.743

Cartesian coordinates (Å):
1 Ce 0.1348 -0.1179 1.2641
2 O 0.4041 -0.3752 4.2338
3 C 1.2646 -0.4417 3.4088
4 O 1.5142 0.6150 2.5745
5 C 2.0268 -1.7239 3.0455
6 C 3.1613 -1.3754 2.0545
7 C 4.2120 -2.4584 1.9721
8 C 3.4407 -3.5926 1.2583
9 C 2.1107 -2.9287 0.9419
10 O 2.4188 -1.4920 0.7856
11 C 1.2110 -2.8372 2.1913
12 C -0.1516 -2.3462 1.7253
13 O -0.9644 -1.8103 2.4970
14 O -0.2755 -2.0772 0.4617
15 H 2.3756 -2.1414 3.9880
16 H 3.5482 -0.3725 2.1640
17 H 4.5919 -2.7325 2.9549
18 H 5.0470 -2.1067 1.3717
19 H 3.2927 -4.4705 1.8858
20 H 3.9385 -3.9132 0.3477
21 H 1.6064 -3.2980 0.0611
22 H 1.0964 -3.7705 2.7409
23 N -1.9915 1.8523 -2.2643
24 C -1.1290 2.1168 -3.3778
25 C -1.6209 2.8561 -4.4339
26 C -0.7968 3.1475 -5.5124
27 C 0.5155 2.7063 -5.5204
28 C 1.0126 1.9708 -4.4484
29 C 0.1819 1.6710 -3.3861
30 S 0.8195 0.6817 -2.0648
31 N -0.4156 0.8533 -0.8767
32 C -1.6054 1.3392 -1.1150
33 C -2.5732 1.3017 0.0227
34 C -3.9262 1.4840 -0.1219
35 C -4.7327 1.4588 1.0156
36 C -4.1592 1.2392 2.2517
37 C -2.7961 1.0138 2.3129
38 N -2.0169 1.0481 1.2247
39 H -2.9036 2.2789 -2.3108
40 H -2.6470 3.2083 -4.4220
41 H -1.1874 3.7237 -6.3397
42 H 1.1627 2.9326 -6.3566
43 H 2.0412 1.6289 -4.4496
44 H -4.3773 1.6236 -1.0949
45 H -5.8010 1.6073 0.9249
46 H -4.7497 1.2209 3.1571
47 H -2.3082 0.8017 3.2575


[2]
Molecular formula: C17H35BO24S7
Method: DFT, ωB97M-V with the def2-TZVPD basis set

Computed properties:
SMILES: O=S1(=O)OCCO1.O=S1(=O)OCCO1.O=S1(=O)OCCO1.O=S1(=O)OCCO1.O=S1(=O)OCCO1.O=S1(=O)OCCO1.C=CBCCCS
HOMO-LUMO gap in eV: 8.340
Largest force on an atom in eV/Å: 6.238

Cartesian coordinates (Å):
1 C -2.6466 1.2486 2.1234
2 C -3.2664 2.3241 2.7743
3 B -4.3710 1.8789 3.8622
4 C -5.9546 2.2100 3.6426
5 C -6.5546 0.8642 2.9786
6 C -8.1397 0.7752 3.0487
7 S -8.9967 2.4345 2.9486
8 H -2.2176 0.4518 2.7922
9 H -2.5324 1.1453 1.0025
10 H -2.9949 3.3931 2.5481
11 H -4.0551 1.2566 4.8314
12 H -6.4650 2.4352 4.6321
13 H -5.9848 3.0765 2.9200
14 H -6.1412 0.0213 3.6269
15 H -6.1358 0.7848 1.9281
16 H -8.4778 0.1836 2.1388
17 H -8.5112 0.2068 3.9477
18 H -9.3708 2.4744 1.6120
19 C -6.1604 -2.6286 -1.2186
20 C -6.2229 -1.1609 -1.5998
21 O -5.4803 -0.4848 -0.5841
22 S -4.2884 -1.4511 -0.0662
23 O -3.0830 -1.0931 -0.7521
24 O -4.3723 -1.5458 1.3514
25 O -4.8404 -2.8287 -0.7118
26 H -6.8708 -2.8604 -0.4205
27 H -6.3451 -3.2840 -2.0689
28 H -7.2444 -0.7858 -1.6438
29 H -5.7277 -0.9797 -2.5579
30 C 0.5038 -2.1982 2.6598
31 C 0.6963 -1.3950 1.3878
32 O 1.7526 -0.4773 1.6882
33 S 2.7734 -1.1692 2.7313
34 O 3.8708 -1.7042 1.9934
35 O 2.9469 -0.2957 3.8395
36 O 1.8220 -2.3963 3.1805
37 H -0.0740 -1.6375 3.3993
38 H 0.0192 -3.1557 2.4732
39 H -0.2053 -0.8604 1.0915
40 H 1.0263 -2.0325 0.5639
41 C 7.0067 -3.3831 -0.1396
42 C 6.3120 -3.4653 1.2056
43 O 6.9887 -4.5138 1.9060
44 S 8.5400 -4.5386 1.4504
45 O 9.3046 -3.8244 2.4168
46 O 8.8658 -5.8604 1.0363
47 O 8.3921 -3.6051 0.1361
48 H 6.6623 -4.1743 -0.8107
49 H 6.8631 -2.4149 -0.6187
50 H 5.2508 -3.6862 1.1126
51 H 6.4411 -2.5409 1.7734
52 C 1.2059 1.8412 -1.5475
53 C 1.6826 1.5772 -2.9627
54 O 1.1873 0.2782 -3.2803
55 S -0.2253 0.0387 -2.5260
56 O -1.2705 0.3126 -3.4525
57 O -0.1450 -1.1798 -1.7956
58 O -0.1154 1.2842 -1.4755
59 H 1.8354 1.3232 -0.8180
60 H 1.1792 2.9052 -1.3122
61 H 2.7681 1.6049 -3.0475
62 H 1.2450 2.2895 -3.6683
63 C -3.8861 4.0014 -2.5951
64 C -4.5765 3.9033 -1.2448
65 O -3.8766 2.8729 -0.5473
66 S -2.3223 2.8839 -1.0093
67 O -1.5726 3.6189 -0.0442
68 O -1.9751 1.5760 -1.4197
69 O -2.4958 3.8119 -2.3225
70 H -4.2136 3.2023 -3.2654
71 H -4.0515 4.9660 -3.0740
72 H -5.6336 3.6572 -1.3345
73 H -4.4669 4.8315 -0.6767
74 C 9.7326 -0.7572 -3.0850
75 C 9.4527 0.5222 -2.3180
76 O 8.4731 1.2120 -3.0976
77 S 7.5272 0.1290 -3.8388
78 O 6.3428 -0.0342 -3.0633
79 O 7.5041 0.4295 -5.2283
80 O 8.4658 -1.1674 -3.6045
81 H 10.4037 -0.5744 -3.9283
82 H 10.1541 -1.5354 -2.4495
83 H 10.3440 1.1344 -2.1906
84 H 9.0160 0.3084 -1.3385


[3]
Molecular formula: C53H45N4O2P2STi
Method: DFT, ωB97M-V with the def2-TZVPD basis set

Computed properties:
Net charge: +1
HOMO-LUMO gap (spin up / spin down) in eV: 5.464 / 5.474
Largest force on an atom in eV/Å: 1.122

Cartesian coordinates (Å):
1 Ti -0.3412 -0.0916 0.2569
2 C -1.4481 4.2997 -0.6966
3 O -1.8986 3.3740 -1.7166
4 C -1.5685 2.1632 -1.3037
5 N -0.9651 2.0317 -0.1631
6 C -0.8685 3.3910 0.4156
7 C -1.6530 3.5704 1.7033
8 C -2.5618 2.6208 2.1424
9 C -3.2877 2.8307 3.3097
10 C -3.1126 3.9983 4.0344
11 C -2.2218 4.9672 3.5829
12 C -1.4979 4.7554 2.4202
13 C -1.7948 1.0245 -2.1254
14 C -2.3420 1.0742 -3.3898
15 C -2.4192 -0.0860 -4.1476
16 C -1.9069 -1.2548 -3.5999
17 C -1.3734 -1.2359 -2.3320
18 N -1.3192 -0.1200 -1.5345
19 C -0.7202 -2.3406 -1.7164
20 N -0.1652 -2.2050 -0.5541
21 C 0.4747 -3.5042 -0.2479
22 C 0.2116 -4.3482 -1.5222
23 O -0.5947 -3.4867 -2.3597
24 C -0.1030 -4.2165 0.9613
25 C -1.2924 -3.8138 1.5488
26 C -1.8165 -4.5219 2.6253
27 C -1.1665 -5.6506 3.0970
28 C 0.0069 -6.0799 2.4853
29 C 0.5378 -5.3632 1.4253
30 H -2.3075 4.8651 -0.3497
31 H -0.7187 4.9792 -1.1320
32 H 0.1816 3.6329 0.5823
33 H -2.7113 1.7167 1.5746
34 H -3.9923 2.0768 3.6436
35 H -3.6699 4.1622 4.9492
36 H -2.0898 5.8871 4.1407
37 H -0.7995 5.5113 2.0687
38 H -2.6876 2.0282 -3.7656
39 H -2.8290 -0.0710 -5.1474
40 H -1.9046 -2.1871 -4.1508
41 H 1.5458 -3.3462 -0.1167
42 H -0.3654 -5.2399 -1.2993
43 H 1.1141 -4.6264 -2.0619
44 H -1.8152 -2.9504 1.1677
45 H -2.7387 -4.1877 3.0863
46 H -1.5702 -6.2024 3.9376
47 H 0.5062 -6.9753 2.8361
48 H 1.4630 -5.6922 0.9584
49 N 1.8507 0.1227 2.7348
50 P 1.7010 -1.2297 1.7112
51 C 2.1501 -2.5331 2.9074
52 C 1.5166 -2.4981 4.1528
53 C 1.8275 -3.4447 5.1181
54 C 2.7605 -4.4354 4.8457
55 C 3.3732 -4.4886 3.6019
56 C 3.0581 -3.5521 2.6286
57 C 3.2033 -1.1637 0.6378
58 C 3.0496 -1.0681 -0.7437
59 C 4.1526 -0.9694 -1.5828
60 C 5.4263 -0.9497 -1.0408
61 C 5.5974 -1.0238 0.3370
62 C 4.4948 -1.1312 1.1698
63 P 1.1845 1.5007 1.9884
64 C 1.0900 2.5957 3.4457
65 C 1.5517 3.9097 3.4531
66 C 1.4589 4.6736 4.6071
67 C 0.8775 4.1437 5.7497
68 C 0.3844 2.8457 5.7393
69 C 0.4823 2.0738 4.5910
70 C 2.6028 2.2369 1.0631
71 C 2.5043 2.4329 -0.3119
72 C 3.5702 2.9508 -1.0376
73 C 4.7541 3.2647 -0.3921
74 C 4.8748 3.0579 0.9775
75 C 3.8073 2.5487 1.6990
76 H 2.7102 0.2290 3.2615
77 H 0.7870 -1.7224 4.3535
78 H 1.3401 -3.4071 6.0852
79 H 3.0055 -5.1736 5.5997
80 H 4.0994 -5.2627 3.3869
81 H 3.5347 -3.6095 1.6585
82 H 2.0555 -1.0892 -1.1727
83 H 4.0166 -0.9055 -2.6555
84 H 6.2899 -0.8697 -1.6901
85 H 6.5945 -1.0059 0.7602
86 H 4.6356 -1.1950 2.2429
87 H 2.0005 4.3382 2.5663
88 H 1.8415 5.6868 4.6108
89 H 0.7986 4.7465 6.6463
90 H -0.0791 2.4337 6.6280
91 H 0.0933 1.0621 4.5695
92 H 1.5805 2.1871 -0.8219
93 H 3.4764 3.1042 -2.1058
94 H 5.5878 3.6671 -0.9546
95 H 5.8011 3.3025 1.4831
96 H 3.9048 2.4002 2.7688
97 S -1.3576 -0.5491 2.3970
98 C -3.1074 -0.7768 2.5046
99 C -3.6691 -1.1224 3.7326
100 C -5.0436 -1.2831 3.8505
101 C -5.8707 -1.0991 2.7493
102 C -5.3145 -0.7600 1.5234
103 C -3.9407 -0.6032 1.3973
104 H -3.0213 -1.2595 4.5920
105 H -5.4705 -1.5492 4.8103
106 H -6.9430 -1.2186 2.8454
107 H -5.9555 -0.6118 0.6614
108 H -3.4993 -0.3463 0.4434


> The highest largest force on an atom belongs to which entry?

C17H35BO24S7


> Among the records above, which one has the lowest largest force on an atom?

C53H45N4O2P2STi


> Which of these has the lowest largest force on an atom?

C53H45N4O2P2STi